No. 1
Here is 4 unconnected molecules or ions with the total composition C24H37ClFO8P at a distorted geometry from the OMol25 dataset. Energies are from wB97M-V/def2-TZVPD.

Geometry as XYZ:
```
72
Properties=species:S:1:pos:R:3:forces:R:3:mulliken_charge:R:1
C -1.3042 -3.1503 -3.1105 -0.0659 0.0070 -0.7276 -0.89
C -0.8274 -1.6779 -2.9393 -0.8399 0.2329 1.0942 0.58
O -1.4080 -0.9865 -2.1415 0.2245 -0.0885 -0.4642 -0.50
O 0.1970 -1.0870 -3.6697 -0.0548 -1.2523 0.3922 -0.36
C 1.4642 -1.7414 -3.4752 0.9029 -0.6688 0.5475 -0.58
C 2.2146 -1.2335 -2.1675 0.4526 0.4095 -1.2650 0.11
C 3.2743 -0.1022 -2.5155 -0.6200 0.0252 0.0718 -0.71
C 4.0130 0.4075 -1.1964 -1.4131 -0.5960 -0.3368 -1.20
C 2.8784 1.0254 -0.2986 0.6764 0.1431 -0.0345 0.42
C 2.4104 2.2944 -0.5042 -0.4829 -1.6868 0.0647 0.76
C 3.0385 3.1810 -1.6172 0.8027 0.7784 1.2803 -0.77
C 4.3842 3.7947 -1.0049 -0.1283 -0.5166 0.3562 -0.32
F 4.4421 5.1923 -1.1649 0.0582 -1.0919 -0.1169 -0.35
C 1.2459 2.8016 0.4084 0.7559 -0.4010 -0.8562 0.37
O 1.0272 3.9907 0.3968 -0.5115 -0.3861 0.4558 -0.59
C 0.4198 1.7795 1.2277 -0.6515 -1.2955 0.7419 -0.10
C 0.9620 0.4411 1.4474 -0.2487 0.3760 -0.1037 0.64
C 0.3129 -0.5995 2.2089 -1.1135 2.0947 -0.2355 -0.55
C -1.0050 -0.3134 2.7726 1.7550 1.0689 -1.5376 -1.01
C -1.5771 0.9937 2.5319 1.1928 -0.3437 -0.4275 -0.31
C -0.8901 2.0637 1.7879 0.4175 -1.7414 1.7568 0.68
P -1.6928 3.7331 1.5711 0.5610 1.6329 -1.0777 0.30
O -1.0971 4.7610 2.7703 -0.6447 -1.3979 -0.5515 -0.47
Cl -3.7429 3.4962 2.0812 0.6430 -0.5458 0.4515 -0.38
C 2.3318 0.1117 0.8194 -0.6462 0.5771 -0.0315 0.21
O 2.9386 -0.8734 1.1882 -0.0576 0.3634 -0.3117 -0.67
H -2.3277 -3.2531 -2.6678 1.0592 0.4109 -0.2836 0.34
H -1.4146 -3.4102 -4.1967 0.4464 0.0633 1.0103 0.34
H -0.6649 -3.9004 -2.5805 -0.3217 0.7498 -0.6468 0.27
H 1.3153 -2.8455 -3.3201 0.0314 0.9223 -0.5373 0.25
H 2.0685 -1.5624 -4.4031 -0.5432 -0.1997 0.8726 0.36
H 1.4007 -0.8526 -1.4965 0.9096 -0.3800 -0.3036 -0.14
H 2.7946 -2.0763 -1.7174 -0.7807 0.5115 -0.1113 0.32
H 2.6833 0.7105 -3.0133 0.6394 -0.4562 0.4845 0.28
H 4.0081 -0.4684 -3.2882 -0.6158 0.1553 0.8768 0.43
H 4.4382 -0.5234 -0.7328 -0.2901 1.1356 -0.0962 0.37
H 4.8247 1.1368 -1.4137 -0.6378 -0.5863 0.1690 0.17
H 2.3922 4.0484 -1.9062 0.4242 -0.9112 0.3055 0.51
H 3.3637 2.5996 -2.5111 -0.7723 0.3687 0.7525 0.15
H 4.4649 3.5721 0.0928 -0.2522 0.3996 -0.9188 0.22
H 5.2797 3.2994 -1.4724 -0.7350 0.8853 0.1607 0.28
H 0.8359 -1.5747 2.3311 -0.6294 0.9648 -0.1179 0.44
H -1.4949 -1.1297 3.3392 0.1029 0.9463 -0.3770 0.38
H -2.5903 1.2107 2.9265 0.8554 -0.1271 -0.2864 0.28
H -1.3185 5.6819 2.5276 0.0886 -0.4784 -0.0972 0.35
C -5.2719 7.4740 0.8852 -0.0331 -0.0481 -0.0749 -1.08
C -4.2630 7.1563 1.9714 -0.1181 0.4013 -0.1123 0.36
O -3.0029 7.7579 1.6758 0.2127 -0.1825 0.0828 -0.51
H -4.9164 7.1158 -0.0830 -0.0107 -0.0722 0.0780 0.28
H -6.2366 7.0100 1.1001 0.0057 0.0498 -0.0239 0.31
H -5.4150 8.5544 0.7939 -0.0797 -0.0231 0.0825 0.35
H -4.1051 6.0825 2.0448 0.1070 0.1136 0.0044 -0.21
H -4.6089 7.5223 2.9438 -0.1104 -0.1238 0.0181 0.26
H -3.1387 8.7105 1.6205 0.0796 -0.1093 -0.0030 0.29
C 2.7837 -4.4698 4.9357 0.0463 -0.0994 0.0504 -1.02
C 1.4206 -3.8092 4.8595 0.3486 0.1511 -0.2398 -0.18
O 1.5496 -2.3923 4.9133 -0.1793 0.0558 0.0566 -0.49
H 3.2942 -4.1867 5.8582 -0.0922 -0.0387 0.0039 0.26
H 2.6937 -5.5577 4.9022 0.0510 0.0228 -0.0240 0.34
H 3.4176 -4.1446 4.1064 -0.0637 -0.0793 -0.0459 0.30
H 0.7984 -4.1191 5.6997 -0.0243 0.1742 -0.0261 0.31
H 0.9078 -4.0821 3.9303 -0.0494 -0.1910 0.0578 0.23
H 2.0931 -2.1206 4.1633 0.0008 0.0268 0.1338 0.27
C -4.1492 -7.1279 -2.5091 -0.0952 0.0251 0.0418 -1.04
C -3.5120 -6.6595 -3.8031 0.1852 -0.2433 0.2961 -0.23
O -2.3203 -5.9247 -3.5350 0.0115 0.0987 -0.1084 -0.44
H -4.3850 -6.2756 -1.8686 -0.0414 -0.0072 -0.0884 0.27
H -5.0670 -7.6859 -2.7048 0.0365 -0.0167 0.0505 0.34
H -3.4621 -7.7683 -1.9494 -0.0515 -0.0783 -0.0729 0.33
H -4.1918 -6.0039 -4.3481 0.1709 0.0767 -0.0048 0.29
H -3.2642 -7.5108 -4.4450 -0.1770 -0.0134 -0.0583 0.24
H -1.7179 -6.5102 -3.0616 -0.0722 0.0591 -0.0646 0.25
```
Forces are in eV/Å.

Values from the calculation:
* spin multiplicity: 1
* highest occupied orbital energy: -8.44 eV
* SMILES: CC(=O)OCCCCC1=C(CCF)C(=O)c2c(cccc2P(O)Cl)C1=O.CCO.CCO.CCO
* frontier orbital gap: 7.39 eV
* E: -2439.96709 a.u.

No. 2
Here is a molecular structure, C24H37ClN2O3Sc at a distorted geometry from the OMol25 dataset. Energies are from wB97M-V/def2-TZVPD.

Geometry as XYZ:
```
68
Properties=species:S:1:pos:R:3:forces:R:3:nbo_charge:R:1
Sc 0.2832 0.4428 -0.9478 2.5752 -2.8819 0.5944 1.44
Cl 0.9387 0.4958 -3.5696 -0.3528 -2.2225 -3.1729 -0.37
N -1.2809 -1.3727 -0.8553 -1.7996 0.8142 -1.6420 -0.62
N 1.3617 1.6771 0.6984 -0.2930 1.3511 0.1095 -0.62
C -2.2385 -1.2013 -1.7620 2.3887 0.0989 2.1870 0.62
C 1.0481 2.9433 0.8292 -0.1065 -2.3507 -0.9552 0.62
C -1.5414 -2.6551 -0.1700 0.3605 0.6414 -0.6462 0.05
C -2.3742 -3.3749 -1.2223 -0.2717 0.3089 -0.9297 -0.08
C -2.3458 -2.3847 1.0883 -0.1530 0.0286 0.3072 -0.60
C -0.2308 -3.3327 0.1554 0.0304 -0.4533 0.0478 -0.59
H -3.2710 -1.8377 0.8702 0.2054 -0.0272 0.0291 0.22
H -1.7493 -1.8052 1.8021 -0.1658 -0.0074 -0.1824 0.23
H -2.6075 -3.3412 1.5512 -0.0338 0.0077 0.0851 0.19
H 0.3558 -3.4439 -0.7636 -0.1469 0.0490 0.4890 0.23
H -0.4331 -4.3241 0.5826 0.1314 0.0585 0.0154 0.19
H 0.3411 -2.7327 0.8807 -0.1984 -0.2043 -0.3961 0.24
C 2.2320 1.2849 1.8379 -0.5224 0.0587 -0.8084 0.06
C 2.3168 2.5760 2.6452 -0.3569 0.8462 0.0698 -0.08
C 3.5894 0.8717 1.3144 0.2181 -0.0237 0.0302 -0.61
C 1.5656 0.1397 2.5840 -0.1031 -0.1080 0.2572 -0.61
H 0.5537 0.4332 2.9013 0.2411 -0.1183 -0.0905 0.22
H 2.1605 -0.1103 3.4728 -0.1128 -0.0736 -0.0580 0.19
H 1.5020 -0.7431 1.9285 0.0121 0.3284 0.1648 0.25
H 3.9937 1.6744 0.6805 -0.0073 -0.2729 0.1184 0.21
H 3.4681 -0.0431 0.7293 0.0855 0.3898 0.1973 0.25
H 4.2722 0.6973 2.1576 -0.0058 -0.0359 -0.1575 0.19
O 1.5443 3.5679 1.8743 0.8608 0.4168 1.5577 -0.49
H 3.3352 2.9689 2.7414 -0.1768 -0.0895 -0.0379 0.18
H 1.8609 2.5035 3.6397 0.0227 0.0387 -0.1824 0.19
O -2.9508 -2.2703 -2.0547 -0.6015 -1.5409 0.4683 -0.50
H -3.2115 -3.9584 -0.8461 -0.0388 0.0573 0.0499 0.19
H -1.7629 -3.9956 -1.8930 -0.1114 0.2172 0.1061 0.19
C -2.5714 0.1657 -2.2942 0.3522 -0.9722 -0.0271 -0.50
C 0.0648 3.6157 -0.0694 0.5030 -0.0408 0.5998 -0.48
C -1.1783 2.7683 0.0553 -2.3693 0.8094 1.7455 -0.07
H 0.5158 3.6203 -1.0830 -0.5213 -0.2242 0.1602 0.25
H -0.0937 4.6508 0.2597 0.0689 -0.2159 -0.0032 0.22
C -1.3264 1.5205 -0.5124 2.6755 0.9310 -3.2449 -0.67
C -2.4827 1.0598 -1.0770 -3.2744 0.7910 1.6241 -0.07
H 0.9435 1.2697 -2.4730 0.5625 3.0898 1.9661 -0.08
C -3.5803 1.3029 -0.2300 1.1205 0.1713 -0.7184 -0.01
C -3.3681 2.2009 0.8561 -0.7402 0.1571 0.0617 -0.37
C -4.8686 0.5949 -0.4559 -0.4557 0.3000 0.0960 -0.64
C -2.2290 3.0261 0.9534 1.0470 0.0570 -1.0637 0.00
H -4.2263 2.4440 1.4852 0.0995 -0.1257 0.0623 0.18
C -2.0712 4.1383 1.9370 -0.5296 0.0864 0.0500 -0.64
H -3.0022 4.1480 2.5177 0.3568 0.5096 0.2726 0.20
H -1.9508 5.0695 1.3524 -0.1123 -0.1041 0.6130 0.20
H -1.1787 3.9967 2.5862 -0.6360 0.1629 -0.2863 0.21
H -5.1645 0.7958 -1.5086 -0.3264 -0.3136 0.6781 0.20
H -5.5772 1.0481 0.2616 -0.2274 -0.6074 -0.5078 0.21
H -4.7700 -0.5101 -0.3034 -0.2842 0.8107 -0.0857 0.19
H -3.5733 0.1550 -2.7561 0.4379 -0.0553 0.1758 0.23
H -1.8137 0.3686 -3.0868 -0.4535 0.3657 0.4900 0.26
C 2.2687 -2.5581 -2.3348 -0.1533 -0.6783 -0.8254 -0.61
C 2.7461 -1.7013 -1.2107 -1.7968 1.1986 1.0397 0.23
C 3.3108 -2.5447 -0.1156 0.4379 -0.5838 0.4386 -0.60
C 3.7573 -0.7534 -1.7655 0.8876 0.4855 -0.3305 -0.61
O 1.6764 -0.9723 -0.6632 0.4349 -0.2948 -0.0328 -1.00
H 3.1296 -2.9830 -2.8170 0.5511 -0.4340 -0.4698 0.19
H 1.7260 -2.0009 -3.0899 -0.0966 0.2412 0.0496 0.23
H 1.6556 -3.3916 -2.0235 -0.1796 -0.1781 0.1949 0.19
H 4.1007 -3.1462 -0.5076 0.8367 -0.6988 -0.2483 0.18
H 3.7289 -1.9710 0.6981 0.0734 0.3335 0.2191 0.20
H 2.5744 -3.2154 0.3102 -0.3268 -0.0809 -0.0195 0.20
H 3.3547 -0.1619 -2.5788 -0.2261 0.0457 -0.0940 0.23
H 4.1754 -0.0690 -1.0376 -0.0592 0.0418 0.1721 0.20
H 4.5727 -1.3306 -2.1598 0.7493 -0.2817 -0.3766 0.18
```
Forces are in eV/Å.

Values from the calculation:
* spin multiplicity: 1
* highest occupied orbital energy (spin up / spin down): -1.53 / -0.52 eV
* net charge: -1
* frontier orbital gap (spin up / spin down): 4.29 / 3.28 eV
* E: -2492.78983 a.u.